Record 1
{
  "formula": "C3H10N2O2",
  "method": "the ωB97M-V functional and the def2-TZVPD basis",
  "symbols": ["C", "C", "H", "H", "H", "H", "H", "H", "N", "N", "C", "O", "O", "H", "H", "H", "H"],
  "positions_angstrom": [[-0.53211, 1.33793, 1.50689], [0.12195, 0.00736, 1.38177], [-1.42216, 1.40019, 0.88091], [0.14189, 2.15437, 1.24998], [-0.84544, 1.48043, 2.54951], [-0.49744, -0.85013, 1.61028], [1.11412, -0.09689, 1.80908], [1.36235, 0.38038, 0.00737], [-0.29666, -0.50870, -0.66464], [-0.04832, -1.84916, -0.99487], [0.96555, 0.40077, -1.10462], [-1.46701, -0.08397, -1.36031], [1.67996, -0.09722, -2.00619], [-1.69763, -0.84483, -1.91892], [0.09358, -2.38971, -0.15027], [0.80217, -1.85201, -1.57436], [0.52519, 1.41121, -1.22160]],
  "gap_ev": 7.396,
  "molar_mass_g_mol": 106.12
}


Record 2
{
  "formula": "C4H8",
  "method": "the ωB97M-V functional and the def2-TZVPD basis",
  "symbols": ["C", "C", "C", "C", "H", "H", "H", "H", "H", "H", "H", "H"],
  "positions_angstrom": [[1.12855, -1.76377, -0.15840], [0.34403, -0.81631, 0.32890], [-0.20833, 0.25343, -0.51193], [-0.84669, 1.52528, 0.31507], [1.59381, -2.64553, 0.34620], [1.81454, -1.51093, -0.97665], [-0.13436, -0.88543, 1.30274], [0.31427, 0.58629, -1.41537], [-1.06324, -0.17606, -1.15411], [-1.56112, 1.23690, 1.14315], [-0.04772, 1.93756, 1.02949], [-1.33373, 2.25856, -0.24910]],
  "smiles": "C=CCC",
  "gap_ev": 10.629,
  "molar_mass_g_mol": 56.11
}


Record 3
{
  "formula": "C26H47BBeBrCa2Cl4F8ILiN2O12S",
  "method": "the ωB97M-V functional and the def2-TZVPD basis",
  "symbols": ["C", "C", "C", "I", "B", "C", "C", "O", "C", "C", "C", "C", "C", "C", "C", "O", "C", "C", "C", "O", "C", "C", "F", "F", "C", "F", "F", "C", "F", "F", "C", "F", "F", "H", "H", "H", "H", "H", "H", "H", "H", "H", "H", "H", "H", "H", "H", "H", "H", "H", "H", "H", "H", "H", "H", "H", "H", "H", "H", "H", "H", "H", "H", "H", "H", "H", "Li", "Be", "O", "S", "O", "O", "O", "Ca", "N", "O", "O", "O", "C", "O", "H", "H", "H", "C", "Cl", "Cl", "Cl", "Cl", "Ca", "C", "C", "C", "O", "C", "N", "H", "H", "H", "H", "H", "H", "H", "H", "H", "H", "H", "Br"],
  "positions_angstrom": [[1.65935, 3.71422, 2.53122], [0.85796, 3.27967, 1.12883], [1.85330, 2.46262, 0.11283], [3.03287, 1.08175, 1.33544], [1.11665, 1.78739, -1.19292], [1.03693, 2.99846, -2.34907], [-0.13571, 4.10524, -2.05596], [-1.29984, 3.96203, -2.74131], [2.02731, 0.58071, -1.92069], [3.48881, 1.15961, -2.38472], [4.61135, 0.01922, -2.73923], [4.63448, -1.27426, -1.73278], [4.09876, -2.56942, -2.62565], [3.77194, -3.90411, -1.73119], [2.13498, -4.11727, -1.75466], [1.79244, -5.31810, -0.96661], [0.67368, -4.91570, -0.05536], [-0.43267, 1.29568, -0.94537], [-0.57995, -0.11456, -0.10289], [-1.90720, -0.17555, 0.59148], [-2.35797, -1.56748, 0.73990], [-3.84545, -1.89014, 0.13458], [-4.19388, -3.35899, 0.19798], [-4.89786, -1.22112, 0.98753], [-4.09700, -1.39957, -1.40812], [-5.56627, -1.62804, -1.67799], [-3.88852, 0.06526, -1.63250], [-3.29540, -2.25418, -2.55397], [-1.89838, -2.60884, -2.21628], [-4.11863, -3.48589, -2.82893], [-3.21670, -1.41284, -3.99621], [-1.86238, -0.78149, -4.13993], [-3.30819, -2.46626, -5.06968], [1.56456, 2.89497, 3.36134], [2.77856, 4.00321, 2.34380], [1.13300, 4.68770, 2.95988], [-0.08811, 2.67598, 1.47070], [0.50442, 4.29295, 0.65351], [2.61823, 3.26978, -0.31924], [2.07452, 3.58142, -2.43356], [0.75796, 2.43694, -3.35851], [0.00116, 5.02154, -1.33817], [2.05934, -0.34278, -1.20302], [1.36586, 0.24146, -2.85500], [3.98570, 1.90503, -1.62129], [3.31946, 1.78011, -3.39069], [4.55933, -0.35324, -3.87175], [5.67230, 0.55016, -2.64527], [4.05624, -1.12456, -0.72641], [5.77657, -1.47010, -1.45473], [3.06873, -2.21956, -3.11406], [4.86525, -2.74966, -3.49134], [4.22242, -4.83027, -2.33304], [4.24464, -3.91180, -0.65850], [1.66706, -3.11751, -1.32319], [1.73745, -4.19474, -2.87715], [0.14803, -5.91057, 0.30010], [1.14179, -4.34320, 0.86887], [-0.08269, -4.26406, -0.66636], [-1.12715, 2.07616, -0.41824], [-0.89450, 1.08469, -2.01924], [-0.43201, -0.98298, -0.88252], [0.22109, -0.24594, 0.74044], [-1.59474, -2.37406, 0.32779], [-2.42248, -1.77786, 1.91256], [-4.07352, -0.62053, -4.10941], [1.43373, -3.12083, -4.49281], [-6.66627, 0.12544, -2.45549], [-4.12533, -4.93742, -6.54041], [-5.06632, -4.15979, -7.36726], [-4.41636, -2.91316, -7.81087], [-6.26458, -3.83347, -6.57299], [-5.45879, -4.95540, -8.54476], [4.23373, -2.53656, 0.09165], [5.73372, -6.51766, 2.15924], [6.23312, -7.16735, 1.22569], [5.42166, -5.32725, 1.99025], [5.54640, -7.05833, 3.26169], [-3.82928, 2.20344, 2.05851], [-2.55161, 2.39829, 1.76830], [-4.13116, 2.31786, 3.11345], [-4.56582, 2.85848, 1.56299], [-4.25351, 1.21063, 1.83129], [1.83373, -9.05048, -1.06319], [2.72934, -9.11727, -2.60207], [1.51447, -10.70674, -0.48946], [2.80308, -8.17797, 0.15069], [0.28801, -8.19981, -1.31205], [4.53373, -8.11295, 1.55156], [-2.83680, 7.28064, 5.41171], [-1.40432, 7.58867, 5.84397], [-0.35102, 6.61328, 5.26422], [-0.33187, 5.32641, 5.88883], [-1.35937, 4.44592, 5.45843], [-1.34618, 7.63244, 7.31259], [-3.27649, 6.44496, 5.96656], [-3.48312, 8.14704, 5.59352], [-2.88718, 7.04824, 4.34440], [-1.16423, 8.58807, 5.46502], [0.64134, 7.04330, 5.43938], [-0.45866, 6.51146, 4.17777], [-1.59598, 4.57328, 4.39744], [-2.25192, 4.58720, 6.07007], [-1.01750, 3.41929, 5.61636], [-0.41522, 7.94401, 7.59202], [-1.38813, 6.66537, 7.64765], [-4.76627, 9.20195, 6.22999]],
  "total_charge": 1,
  "gap_ev": 1.059,
  "molar_mass_g_mol": 1219.26
}


Record 4
{
  "formula": "C28H73BaN9O15Zr",
  "method": "the ωB97M-V functional and the def2-TZVPD basis",
  "symbols": ["Ba", "Zr", "C", "C", "C", "O", "C", "C", "C", "O", "O", "O", "H", "H", "C", "O", "N", "N", "H", "H", "H", "H", "C", "O", "N", "N", "H", "H", "H", "H", "C", "C", "C", "O", "C", "N", "H", "H", "H", "H", "H", "H", "H", "H", "H", "H", "H", "C", "C", "C", "O", "C", "N", "H", "H", "H", "H", "H", "H", "H", "H", "H", "H", "H", "C", "C", "C", "O", "C", "N", "H", "H", "H", "H", "H", "H", "H", "H", "H", "H", "H", "C", "C", "C", "O", "C", "N", "H", "H", "H", "H", "H", "H", "H", "H", "H", "H", "H", "C", "C", "C", "O", "C", "N", "H", "H", "H", "H", "H", "H", "H", "H", "H", "H", "H", "O", "H", "H", "O", "H", "H", "O", "H", "H", "O", "H", "H"],
  "positions_angstrom": [[-2.79020, 4.55265, -0.54568], [3.76073, -1.89963, 0.24545], [0.68452, 0.94816, -0.85632], [-0.53795, 1.31632, -0.25936], [-0.89436, 0.65307, 1.03795], [-1.77422, 1.10460, 1.72525], [-0.12932, -0.47139, 1.54138], [0.96686, -0.86480, 0.89276], [1.44509, -0.06056, -0.32445], [2.56681, -0.48334, -0.79295], [1.76357, -1.89653, 1.05883], [-1.32299, 2.08035, -0.85175], [0.99254, 1.35929, -1.80746], [-0.38141, -0.85846, 2.52152], [2.66217, 2.88216, 1.89755], [3.38251, 1.88119, 1.67170], [1.41616, 2.76481, 2.44708], [3.04234, 4.15099, 1.54983], [0.90325, 3.55281, 2.80039], [1.05297, 1.85954, 2.68809], [3.87258, 4.17669, 0.98320], [2.32027, 4.84058, 1.46547], [-5.48386, 2.41829, 3.47894], [-5.77057, 2.94280, 2.38979], [-6.32198, 2.56315, 4.56250], [-4.32245, 1.72451, 3.70805], [-7.28292, 2.69622, 4.29377], [-6.11007, 2.03442, 5.39038], [-3.64770, 1.45661, 3.02012], [-4.20960, 1.23773, 4.58161], [3.00699, 1.54829, -3.74535], [3.43975, 0.31365, -4.50804], [3.59491, 0.55427, -6.00558], [4.31250, -0.55518, -6.48484], [4.68955, -0.47407, -7.85884], [4.81381, -0.05433, -3.94750], [2.96167, 1.35895, -2.67022], [2.02066, 1.89959, -4.07045], [3.66801, 2.39985, -3.92138], [2.81900, -0.57852, -4.46296], [4.09942, 1.48664, -6.28850], [2.58542, 0.51275, -6.43930], [5.00358, -1.45688, -8.18258], [5.49479, 0.26020, -7.98952], [3.87701, -0.06455, -8.46771], [5.21292, -0.45817, -4.80865], [5.27390, 0.84461, -3.81561], [-1.54127, -0.73964, 8.30081], [-2.35671, -1.08159, 7.07745], [-1.54058, -1.86172, 6.06979], [-2.24653, -2.26489, 4.93094], [-1.62569, -3.29765, 4.21849], [-3.59388, -1.75847, 7.54778], [-0.61736, -0.19921, 8.03059], [-1.09503, -1.60774, 8.79395], [-2.04449, -0.09388, 9.01065], [-2.76184, -0.19032, 6.57423], [-1.13705, -2.74697, 6.59725], [-0.60808, -1.32029, 5.81548], [-1.50941, -4.23523, 4.78040], [-0.59989, -2.99301, 3.94709], [-2.27819, -3.54363, 3.38148], [-3.36549, -2.70183, 7.85887], [-4.19967, -1.87465, 6.73828], [1.27240, 4.69586, -1.52589], [0.45033, 5.92064, -1.96796], [1.35187, 6.68934, -2.92666], [1.54301, 5.95574, -4.10254], [2.32039, 6.67947, -5.04706], [-0.75871, 5.41835, -2.64934], [1.60196, 4.11446, -2.38060], [0.76447, 4.05042, -0.79248], [2.09222, 5.12104, -0.94222], [0.22487, 6.57988, -1.12732], [2.32576, 6.90162, -2.47053], [0.84615, 7.63427, -3.17799], [3.34269, 6.83725, -4.69066], [1.85497, 7.64139, -5.28398], [2.36967, 6.12637, -5.98166], [-1.11942, 6.13886, -3.28265], [-0.55018, 4.67830, -3.31739], [-1.68302, -5.72460, -1.31912], [-0.39779, -4.90501, -1.61619], [-0.73836, -3.74462, -2.53440], [0.49673, -3.30377, -3.14520], [0.41806, -1.96126, -3.55152], [0.19796, -4.34630, -0.39493], [-1.41432, -6.68242, -0.87263], [-2.18550, -5.94959, -2.25525], [-2.22631, -5.14242, -0.57659], [0.29981, -5.57360, -2.12426], [-1.07417, -2.91588, -1.89833], [-1.46823, -3.95744, -3.31385], [-0.44572, -1.80711, -4.20518], [1.33551, -1.76411, -4.10892], [0.39297, -1.19325, -2.76143], [-0.36279, -3.68874, 0.13703], [0.41822, -5.10835, 0.24296], [-3.06032, -2.36330, -0.06267], [-4.41661, -1.86965, 0.43310], [-4.77892, -2.46943, 1.76800], [-4.71329, -3.87241, 1.75850], [-5.14247, -4.36695, 3.02112], [-4.49560, -0.41486, 0.52910], [-3.23753, -3.40631, -0.36292], [-2.25536, -2.34543, 0.66799], [-2.76075, -1.91558, -1.01757], [-5.21042, -2.18221, -0.24794], [-5.82735, -2.20483, 1.97355], [-4.22307, -2.01698, 2.60973], [-4.36926, -4.13809, 3.76761], [-5.12756, -5.45475, 2.97040], [-6.12336, -3.99342, 3.31586], [-3.88332, 0.00159, 1.20935], [-4.24125, 0.01377, -0.35301], [2.64319, -3.25025, -0.99098], [1.68714, -3.70636, -0.83064], [2.88853, -3.43994, -1.91631], [3.99227, -0.83017, 2.09066], [4.85651, -0.56201, 2.46684], [3.35246, -0.73880, 2.82264], [4.82555, 0.47084, 0.01319], [4.33920, 1.19835, 0.49701], [5.42133, 0.92024, -0.59946], [4.74752, -1.55475, -1.69394], [5.61683, -1.78361, -2.06683], [4.39493, -0.82815, -2.32780]],
  "total_charge": 4,
  "gap_ev": 3.909,
  "molar_mass_g_mol": 1004.49
}


Record 5
{
  "formula": "H16NO6",
  "method": "the ωB97M-V functional and the def2-TZVPD basis",
  "symbols": ["N", "H", "H", "H", "H", "O", "H", "H", "O", "H", "H", "O", "H", "H", "O", "H", "H", "O", "H", "H", "O", "H", "H"],
  "positions_angstrom": [[0.44889, 0.08894, 0.08217], [-0.14298, -0.33581, -0.67042], [0.68005, 1.05377, -0.18963], [1.29362, -0.49395, 0.05475], [-0.09988, -0.00436, 0.95066], [-1.09032, -0.16308, 2.43423], [-1.56183, -1.00272, 2.38063], [-1.15209, 0.09181, 3.36118], [-3.52828, 1.18993, 1.02100], [-3.39984, 2.11718, 1.23844], [-2.80696, 0.72725, 1.45796], [2.52303, -1.47743, 1.32442], [3.43586, -1.44568, 1.62882], [2.41022, -2.37393, 0.99150], [1.95651, -1.07473, -2.27428], [2.17263, -1.92119, -1.87230], [2.57970, -0.99799, -3.00350], [0.35250, 2.79398, -0.75099], [1.09669, 3.00388, -1.32549], [-0.34226, 3.40437, -1.01601], [-1.28982, -1.11617, -1.72215], [-1.34565, -0.66463, -2.57075], [-2.18978, -1.39945, -1.53023]],
  "total_charge": 1,
  "gap_ev": 11.299,
  "molar_mass_g_mol": 126.13
}